(1)
The following is a DFT calculation (ωB97M-V/def2-TZVPD) of a structure of composition C41H39N6O4P2Sn.

Each line ends with the Löwdin charge.
Cartesian coordinates (Å):
1 Sn -0.49246 -1.27992 1.09108  1.2982
2 C 0.14819 9.85713 -5.65352  0.0192
3 O -1.09079 9.53675 -4.97458  0.0189
4 C -1.12970 8.71343 -3.97519  -0.2189
5 C -2.41443 8.51408 -3.39736  0.0527
6 C -2.54471 7.69284 -2.33069  0.0495
7 C -1.40253 7.01027 -1.80087  -0.2453
8 C -0.11494 7.21714 -2.38885  0.0472
9 C 0.02229 8.04772 -3.45004  0.0400
10 N -1.63130 6.23594 -0.75052  0.1644
11 N -0.73258 5.67105 -0.08745  0.1405
12 C -0.41723 4.50740 0.32950  -0.1518
13 C 0.46987 4.43771 1.48971  0.0453
14 C 0.82680 3.27171 2.02855  0.0495
15 C 0.35456 1.99999 1.47380  -0.3274
16 O 0.69488 0.92702 1.94068  -0.0506
17 C -0.58031 2.05005 0.30982  -0.1426
18 N -1.06427 0.87765 -0.11068  0.0409
19 C -1.89717 0.86774 -1.14913  -0.0705
20 C -2.28249 2.03098 -1.80681  0.0153
21 C -1.79399 3.24338 -1.37016  0.0406
22 C -0.92658 3.26381 -0.27874  -0.0545
23 H -0.13407 10.55283 -6.43496  0.1121
24 H 0.57596 8.95621 -6.08906  0.1089
25 H 0.83783 10.33382 -4.95954  0.1115
26 H -3.25206 9.04759 -3.82383  0.1447
27 H -3.50179 7.53199 -1.85259  0.1384
28 H 0.75160 6.73056 -1.95949  0.1249
29 H 0.99483 8.22754 -3.88207  0.1237
30 H 0.80728 5.38275 1.89520  0.1371
31 H 1.47344 3.20968 2.89351  0.1414
32 H -2.25045 -0.10264 -1.46832  0.1133
33 H -2.95922 1.96805 -2.64692  0.1290
34 H -2.08604 4.15743 -1.86841  0.1150
35 O -1.18907 -1.95736 -0.90125  -0.1937
36 C -0.33851 -2.92410 -0.88976  -0.7023
37 O -0.07101 -3.51513 0.17486  -0.1103
38 C 0.59552 -3.02590 -2.04719  -0.1451
39 C 0.48368 -3.86726 -3.13748  0.0033
40 C 1.47263 -3.84384 -4.11227  -0.0356
41 C 2.55941 -2.98855 -3.99395  -0.0424
42 C 2.66612 -2.14212 -2.90041  -0.0599
43 C 1.68092 -2.14894 -1.91784  -0.2766
44 P 1.81572 -1.07935 -0.44414  1.0732
45 C 3.30702 -1.58537 0.42522  -0.3527
46 C 4.57479 -1.13583 0.05458  -0.0856
47 C 5.69618 -1.62332 0.70502  -0.0486
48 C 5.55964 -2.56167 1.71995  -0.0466
49 C 4.30176 -3.01799 2.08553  -0.0563
50 C 3.17565 -2.53117 1.44073  -0.0890
51 C 2.09653 0.58814 -1.10045  -0.3527
52 C 1.51270 0.95643 -2.31413  -0.0810
53 C 1.64769 2.25215 -2.78856  -0.0647
54 C 2.37002 3.18940 -2.05986  -0.0733
55 C 2.94842 2.83157 -0.84990  -0.0650
56 C 2.80527 1.53813 -0.36579  -0.1028
57 H -0.35876 -4.53961 -3.22686  0.1277
58 H 1.39805 -4.50228 -4.96691  0.1203
59 H 3.32868 -2.98440 -4.75398  0.1190
60 H 3.51932 -1.48033 -2.81441  0.1154
61 H 4.69248 -0.40879 -0.74030  0.1069
62 H 6.67875 -1.27486 0.41747  0.1179
63 H 6.43793 -2.94051 2.22450  0.1187
64 H 4.19980 -3.75439 2.87088  0.1138
65 H 2.19579 -2.91079 1.71119  0.0834
66 H 0.97078 0.22435 -2.90029  0.1159
67 H 1.21324 2.51957 -3.74314  0.1139
68 H 2.51237 4.18804 -2.45317  0.1050
69 H 3.53364 3.55012 -0.29033  0.1177
70 H 3.26668 1.26396 0.57613  0.1185
71 C -2.47083 -7.60493 3.89561  -0.1039
72 N -3.82088 -6.91770 3.61946  -0.0724
73 C -4.32480 -6.32298 4.94634  -0.1048
74 N -3.35924 -5.44654 5.50099  -0.1483
75 C -2.09669 -6.14859 5.72066  -0.1453
76 N -1.55378 -6.69381 4.47775  -0.1470
77 C -1.12050 -5.64660 3.54816  -0.3170
78 P -2.48977 -4.50505 3.01582  1.0279
79 C -3.68924 -5.86227 2.55790  -0.2683
80 C -3.18669 -4.21941 4.71910  -0.3202
81 H -2.10986 -7.99151 2.94324  0.1471
82 H -2.68779 -8.42839 4.57632  0.1502
83 H -4.48760 -7.62529 3.30704  0.1841
84 H -4.50524 -7.17236 5.60561  0.1504
85 H -5.26214 -5.81137 4.73079  0.1472
86 H -2.26578 -6.96791 6.42059  0.1443
87 H -1.37465 -5.46251 6.15886  0.1411
88 H -0.67109 -6.10751 2.66588  0.0971
89 H -0.33645 -5.05731 4.02731  0.0963
90 H -3.36085 -6.35560 1.64216  0.1014
91 H -4.68062 -5.44412 2.37870  0.1012
92 H -4.14654 -3.70440 4.64157  0.0958
93 H -2.51723 -3.55154 5.26443  0.0963

Frontier orbital gap = 5.8 eV
HOMO = -14.79 eV
2S+1 = 1
Total charge = +3

(2)
The following is a DFT calculation (ωB97M-V/def2-TZVPD) of a structure of composition C32H37ClN2Si2Zr.

Each line ends with the Löwdin charge.
Cartesian coordinates (Å):
1 C -0.32848 0.68547 1.91360  -0.1593
2 C -0.00519 2.06891 1.82225  -0.1821
3 C -1.23789 2.79955 1.73684  -0.1834
4 H 0.96968 2.51926 1.99473  0.1364
5 C -2.32765 1.84694 1.77824  -0.1524
6 C -1.75611 0.54816 1.83797  -0.1648
7 H -2.29384 -0.39379 1.95071  0.1318
8 H 0.36664 -0.13406 2.09003  0.1310
9 H -1.32263 3.88169 1.82595  0.1176
10 H -3.39236 2.08031 1.86302  0.1418
11 Zr -1.06736 1.54372 -0.26807  1.5685
12 Si -2.21025 5.08869 -1.23293  0.7085
13 C -1.17811 6.15608 -2.35376  -0.3011
14 C -1.55346 6.38083 -3.70025  -0.1673
15 H -2.40873 5.83931 -4.13584  0.0938
16 C -0.95121 7.43713 -4.40449  -0.0625
17 H -1.21142 7.58755 -5.45293  0.1219
18 C -0.03367 8.25245 -3.74315  -0.0606
19 H 0.39033 9.10538 -4.26818  0.1194
20 C 0.39094 7.96966 -2.44598  -0.0396
21 H 1.16838 8.55963 -1.96320  0.1218
22 C -0.16230 6.88018 -1.75081  -0.0867
23 H 0.13945 6.62576 -0.74407  0.0990
24 C -3.88496 5.83318 -1.87369  -0.2284
25 C -3.96712 7.23381 -1.78054  -0.1103
26 H -3.20888 7.77602 -1.20874  0.1101
27 C -4.94385 7.98325 -2.43856  -0.0591
28 H -4.93004 9.07639 -2.37722  0.1162
29 C -5.94565 7.33041 -3.16977  -0.0610
30 H -6.72708 7.90604 -3.66677  0.1149
31 C -5.93285 5.93821 -3.21580  -0.0687
32 H -6.72155 5.41470 -3.75934  0.1128
33 C -4.94961 5.21522 -2.54049  -0.0902
34 H -5.04735 4.13876 -2.55999  0.0708
35 H -1.87412 5.48973 0.12802  0.0479
36 Si -0.69946 4.05561 -4.83907  1.0741
37 C -1.94427 3.34943 -3.55636  -0.3675
38 C -1.72488 3.49897 -2.04541  -0.4528
39 H -0.64341 3.30860 -1.83363  0.0386
40 C -2.73244 2.87421 -1.11594  -0.4365
41 H -2.94715 3.38272 -0.13145  0.0687
42 C -3.86518 2.19908 -1.68149  -0.1033
43 H -4.67166 1.97124 -0.96769  0.1377
44 C -3.97894 2.06670 -3.04109  -0.1042
45 H -4.87442 1.56617 -3.45774  0.1350
46 C -3.02106 2.57551 -3.93808  -0.1404
47 H -3.13289 2.33938 -4.99617  0.1216
48 C 0.97862 4.32610 -4.05157  -0.2962
49 C 1.41123 3.55319 -2.95937  -0.1492
50 H 0.94745 2.57010 -2.82317  -0.0067
51 C 2.27998 4.07250 -1.99849  -0.0814
52 H 2.38948 3.60194 -1.01208  0.0947
53 C 2.96040 5.25393 -2.29398  -0.0689
54 H 3.62472 5.67337 -1.53998  0.1178
55 C 2.75879 5.90533 -3.50715  -0.0649
56 H 3.31257 6.82306 -3.73068  0.1254
57 C 1.79061 5.43823 -4.40120  -0.0806
58 H 1.58379 5.98488 -5.31714  0.1099
59 H -0.58944 3.21286 -5.97177  -0.0069
60 Cl -0.66439 0.96856 -2.93324  0.3704
61 N 1.19634 0.97853 -0.51156  -0.0942
62 C 1.57545 -0.21005 -1.36244  -0.2474
63 C 0.80195 -1.45746 -0.95860  -0.1856
64 C -0.61205 -1.60158 -1.48708  -0.2300
65 N -1.61658 -0.65187 -0.78532  -0.1133
66 H 1.66514 0.85492 0.39492  0.0945
67 H 1.65315 1.82913 -0.87278  0.0582
68 H 1.36946 0.06897 -2.40369  0.0467
69 H 2.65679 -0.36121 -1.25209  0.1323
70 H 1.35923 -2.30496 -1.38121  0.1359
71 H 0.80619 -1.58607 0.13217  0.1125
72 H -0.65696 -1.38797 -2.56703  0.0648
73 H -0.98736 -2.62073 -1.32213  0.1293
74 H -2.08033 -1.17046 -0.03760  0.0896
75 H -2.38676 -0.50506 -1.45992  0.0864

Frontier orbital gap (spin up / spin down) = 5.2 / 5.2 eV
HOMO (spin up / spin down) = -12.50 / -12.50 eV
2S+1 = 1
Total charge = +2

(3)
The following is a DFT calculation (ωB97M-V/def2-TZVPD) of the molecule C5H8O.

Each line ends with the Löwdin charge.
Cartesian coordinates (Å):
1 C 1.77364 -0.49901 0.24014  -0.0483
2 C 0.68344 0.26967 -0.52680  -0.3548
3 C -0.20690 1.13829 0.40789  -0.0268
4 C -1.41853 0.59573 0.44041  -0.0903
5 C -1.50888 -0.57924 -0.45444  -0.2138
6 O -0.24932 -0.65174 -1.12335  -0.1084
7 H 2.43001 -1.13191 -0.37629  0.0791
8 H 2.41228 0.20746 0.78167  0.0766
9 H 1.28054 -1.15239 0.96450  0.0816
10 H 1.15686 0.86454 -1.33008  0.1394
11 H 0.06945 2.02668 0.98820  0.1100
12 H -2.32705 0.81510 0.98792  0.1091
13 H -2.34415 -0.43608 -1.15908  0.1228
14 H -1.75136 -1.46708 0.15932  0.1237

Frontier orbital gap = 10.3 eV
HOMO = -9.15 eV
SMILES = C[C@@H]1C=CCO1
2S+1 = 1
Total charge = 0

One value per record, in order, for ΔE to the lowest compared entry with this formula, charge and spin: 11.3; 71.8; 27.7 kcal per mole.